Molecular formula: C28H75N3O16
Method: DFT, wB97M-V/def2-TZVPD

Atoms and positions in Å:
O  2.39  7.57  -3.03
O  1.62  -4.58  -2.99
O  0.92  0.52  2.74
O  -0.03  -2.56  -4.14
O  -1.58  -0.95  -0.12
O  1.06  6.00  1.02
O  -1.56  -3.80  3.17
O  -3.74  -2.00  -1.54
O  -6.42  -1.71  -2.47
O  2.44  -2.01  -5.62
O  5.33  0.96  -0.53
O  -4.89  0.19  4.81
O  0.26  0.02  -4.70
O  0.68  1.24  0.09
O  0.17  -8.33  0.59
O  3.93  3.46  -1.11
N  -0.85  -5.40  0.66
N  -2.20  1.78  4.37
N  1.55  8.44  -0.25
C  -1.28  1.34  3.28
C  0.51  0.03  -0.61
C  4.33  1.17  -1.56
C  -1.27  -6.51  -0.17
C  2.25  6.13  -2.71
C  -1.82  -4.31  0.79
C  -3.59  -0.33  4.91
C  -0.54  -3.51  -3.21
C  1.13  -9.37  0.24
C  3.33  2.20  -1.05
C  2.10  -0.80  -6.09
C  1.32  4.68  1.35
C  1.65  7.08  1.84
C  -5.35  -0.86  -2.82
C  -0.08  -7.44  -0.49
C  -1.32  -3.30  1.83
C  3.02  8.22  -0.62
C  -5.86  -0.65  5.47
C  0.59  -3.94  -2.29
C  3.27  8.24  -2.13
C  -4.06  -1.61  -2.88
C  -0.92  -0.13  -1.11
C  -1.20  -2.79  4.16
C  -2.54  0.68  5.33
C  1.26  8.45  1.19
C  2.21  0.13  3.03
C  1.68  0.12  -4.86
C  0.15  0.98  3.81
H  -6.32  -1.80  -1.52
H  -1.42  -1.76  3.87
H  -2.07  -7.13  0.22
H  -1.68  -6.15  -1.12
H  0.28  -4.66  -1.53
H  2.25  -4.98  -2.38
H  1.04  7.73  -0.77
H  0.80  -3.06  -1.69
H  4.47  3.64  -0.34
H  -6.89  -0.46  5.18
H  1.31  7.07  2.87
H  -5.84  -0.67  6.56
H  0.83  -2.81  -4.47
H  2.36  4.65  1.68
H  -5.26  0.01  -2.17
H  -3.55  -1.16  5.61
H  -0.55  -5.77  1.55
H  -0.84  -4.45  -3.67
H  2.05  -8.91  -0.11
H  -4.39  -2.68  -1.35
H  -4.05  -2.42  -3.62
H  -0.82  -0.54  -2.11
H  2.34  -0.51  3.90
H  -1.47  0.80  -1.27
H  -1.66  0.07  5.54
H  1.83  5.89  -1.73
H  0.21  8.69  1.38
H  2.99  0.87  3.20
H  -2.37  -1.34  -0.51
H  1.42  -0.86  -6.94
H  -3.24  -0.96  -3.17
H  2.72  6.97  2.01
H  -3.02  1.82  3.78
H  -0.28  -3.02  1.69
H  -0.12  -2.88  4.29
H  -5.79  -1.66  5.07
H  0.06  0.09  4.43
H  0.99  3.97  0.58
H  0.10  -0.84  -4.31
H  2.99  1.90  -0.06
H  -1.03  2.11  2.56
H  -1.98  -3.81  -0.16
H  1.79  9.31  1.58
H  3.67  8.95  -0.13
H  0.74  -10.09  -0.48
H  2.69  -0.52  2.29
H  2.45  2.30  -1.69
H  -1.72  0.52  2.70
H  3.35  7.24  -0.26
H  1.50  5.75  -3.41
H  -3.33  -0.75  3.94
H  1.29  -9.99  1.12
H  1.08  -0.02  -1.54
H  1.95  1.18  -4.90
H  2.22  -0.18  -3.96
H  3.07  -2.46  -6.18
H  3.22  5.63  -2.75
H  3.09  -0.52  -6.46
H  -1.87  -2.36  1.77
H  0.57  1.78  4.41
H  4.77  1.32  -2.55
H  -0.32  -8.06  -1.35
H  5.83  1.78  -0.43
H  -2.93  1.19  6.20
H  0.96  -0.74  0.01
H  3.80  0.23  -1.69
H  -5.50  -0.33  -3.76
H  0.82  -6.89  -0.78
H  3.05  9.28  -2.38
H  -1.48  -3.16  -2.79
H  -1.67  -3.08  5.10
H  4.30  8.05  -2.46
H  0.26  1.16  0.95
H  -2.80  -4.67  1.11
H  0.67  4.47  2.20

Its strongest force on any atom is 0.088 Eh/bohr. The HOMO energy (spin up / spin down) is 0.4 / -6.5 eV. Its spin multiplicity is 2. Its net charge is -1.

Molecular formula: C5H7NO3S
Method: DFT, wB97M-V/def2-TZVPD

Atoms and positions in Å:
S  -0.21  1.27  2.39
O  -0.18  2.11  0.47
O  -1.68  3.55  -3.67
O  0.85  1.69  3.27
N  -1.09  3.11  -2.75
C  0.28  -0.31  1.45
C  -0.64  -0.43  0.25
C  -0.19  0.27  -1.03
C  -0.29  2.57  -2.04
C  0.21  1.76  -0.80
H  -1.74  -0.18  0.32
H  -0.75  -1.46  -0.08
H  0.63  -0.28  -1.24
H  1.40  -0.36  1.12
H  1.28  1.83  -0.76
H  -0.98  0.23  -1.77
H  0.10  -1.03  2.26

Its strongest force on any atom is 0.102 Eh/bohr. The value obtained for the energy above the lowest of the compared OMol25 structures with the same formula, charge and spin is 5.728 eV. The HOMO energy is -9.2 eV.

Molecular formula: C2H2N4O2
Method: DFT, wB97M-V/def2-TZVPD

Atoms and positions in Å:
O  1.39  2.11  0.74
O  -1.45  -1.99  -0.57
N  -1.21  0.28  -0.50
N  -0.46  1.27  -0.33
N  1.40  -0.16  0.26
N  -0.74  -0.92  -0.16
C  0.93  1.11  0.22
C  0.55  -1.09  0.32
H  -2.15  -2.17  -0.02
H  0.80  -2.19  0.62

Its strongest force on any atom is 0.073 Eh/bohr. The value obtained for the energy above the lowest of the compared OMol25 structures with the same formula, charge and spin is 5.352 eV. The HOMO energy is -9.7 eV.

Molecular formula: C10H17INOP
Method: DFT, wB97M-V/def2-TZVPD

Atoms and positions in Å:
I  -3.60  -2.14  -4.23
P  -2.23  0.10  -0.74
O  1.47  -2.58  1.79
N  0.44  0.73  0.29
C  0.24  3.55  -0.56
C  -3.05  -0.45  0.85
C  0.45  -0.71  0.65
C  -0.86  2.60  -0.81
C  3.07  -1.19  0.59
C  1.72  -1.19  1.45
C  -1.78  -1.33  -1.86
C  -0.72  1.19  -0.37
C  1.43  3.04  0.15
C  1.45  1.63  0.55
H  2.38  1.30  1.10
H  3.58  -2.19  0.62
H  3.79  -0.47  1.09
H  -1.78  2.93  -1.32
H  1.87  -0.67  2.44
H  0.12  4.61  -0.90
H  -0.78  -1.17  -2.36
H  2.93  -0.85  -0.47
H  -2.62  -1.43  -2.68
H  -2.72  -1.45  1.25
H  -0.43  -0.87  1.33
H  -4.16  -0.35  0.73
H  -1.74  -2.30  -1.27
H  -2.76  0.32  1.64
H  0.38  -1.36  -0.27
H  2.27  3.74  0.34
H  1.66  -3.05  0.96

Its strongest force on any atom is 0.062 Eh/bohr. The HOMO energy is -5.9 eV.

Molecular formula: C28H36F4O4
Method: DFT, wB97M-V/def2-TZVPD

Atoms and positions in Å:
F  -2.12  -1.78  0.16
F  -8.59  0.13  0.32
F  3.14  3.68  -0.98
F  4.96  -4.14  4.40
O  -1.26  -1.64  -4.65
O  0.89  -4.57  -1.37
O  0.99  -2.54  -3.16
O  -4.23  2.31  -4.07
C  -7.36  1.86  1.43
C  -7.39  0.66  0.61
C  5.74  3.78  2.14
C  4.27  -3.09  4.06
C  -4.31  0.94  -3.75
C  -1.56  0.18  -1.06
C  3.93  -2.11  5.01
C  3.33  -0.92  4.61
C  -1.28  -0.76  -0.07
C  6.12  4.44  0.99
C  0.48  1.42  -0.53
C  -6.19  0.09  0.14
C  1.02  -3.98  -0.10
C  -4.96  1.94  1.07
C  0.72  0.45  0.46
C  3.02  -0.79  3.24
C  -6.17  2.49  1.58
C  3.97  -2.91  2.65
C  5.12  4.49  -0.02
C  3.62  3.10  1.35
C  3.41  -1.71  2.29
C  -0.65  1.22  -1.29
C  -0.17  -0.54  0.77
C  4.52  3.20  2.40
C  -4.97  0.72  0.37
C  -2.27  -2.43  -4.13
C  3.95  3.75  0.11
C  1.64  -1.45  -2.55
H  0.91  -0.66  -2.36
H  -0.08  -1.17  1.64
H  1.16  -5.49  -1.36
H  -3.17  -2.21  -4.70
H  -6.22  3.32  2.28
H  4.19  -2.28  6.04
H  0.41  -4.46  0.67
H  3.27  -1.54  1.23
H  2.67  2.59  1.46
H  -8.28  2.28  1.82
H  -2.50  -2.39  -3.07
H  0.71  -2.94  -0.14
H  -4.12  2.59  1.29
H  2.06  -3.84  0.21
H  7.09  4.92  1.00
H  -0.87  2.00  -2.00
H  -2.44  0.09  -1.69
H  -6.21  -0.86  -0.38
H  2.99  -0.21  5.35
H  1.16  2.24  -0.71
H  1.50  0.66  1.18
H  -5.18  0.58  -4.31
H  -1.96  -3.48  -4.22
H  4.38  2.63  3.30
H  6.53  3.68  2.86
H  2.38  -0.95  -3.18
H  2.15  -1.73  -1.63
H  5.32  5.05  -0.92
H  -0.46  -1.80  -4.14
H  -3.42  0.32  -3.83
H  -4.58  0.97  -2.70
H  2.70  0.20  2.97
H  -4.01  0.43  -0.03
H  1.16  -3.35  -2.66
H  -4.83  2.82  -3.53
H  4.21  -3.54  1.81

Its strongest force on any atom is 0.074 Eh/bohr. The HOMO energy is -9.1 eV.

Molecular formula: C3H5FO2P
Method: DFT, wB97M-V/def2-TZVPD

Atoms and positions in Å:
P  -0.96  1.55  0.18
F  -0.01  0.15  -1.87
O  2.44  -0.41  1.27
O  2.54  1.04  -0.53
C  -0.23  -0.02  -0.46
C  -1.16  -1.25  -0.27
C  2.35  0.28  0.33
H  -1.15  0.79  1.41
H  -0.60  -2.10  -0.44
H  -2.07  -1.21  -1.07
H  -1.44  -1.08  0.85
H  0.29  2.25  0.61

Its strongest force on any atom is 0.087 Eh/bohr. The value obtained for the energy above the lowest of the compared OMol25 structures with the same formula, charge and spin is 4.622 eV. The HOMO energy is -1.8 eV. Its net charge is -1.

Molecular formula: C27H17IIrN4O2S2SbSe4
Method: DFT, wB97M-V/def2-TZVPD

Atoms and positions in Å:
Ir  0.14  0.40  0.12
I  -5.20  1.93  7.60
Sb  3.84  -0.61  -0.40
Se  2.94  0.34  -2.50
Se  2.12  -0.29  1.44
Se  4.42  -3.00  -0.60
Se  6.04  0.07  0.23
S  0.35  -0.82  -2.15
S  -0.09  -1.87  0.90
O  -1.30  0.79  1.88
O  0.01  -0.23  3.38
N  1.84  -7.54  -0.30
N  0.47  2.37  -0.06
N  -1.67  1.08  -0.81
N  2.47  -6.24  -4.11
C  -3.15  -3.37  -0.35
C  -1.88  0.24  5.40
C  1.57  -4.64  -2.29
C  -1.73  2.36  -0.90
C  -2.74  0.26  -1.38
C  0.77  -2.44  -1.67
C  -3.52  -0.85  0.75
C  0.86  -4.22  -0.03
C  -0.60  3.12  -0.49
C  -3.78  -1.98  1.51
C  -1.00  0.39  3.05
C  -3.59  -3.25  0.96
C  1.28  -3.33  -2.62
C  -3.03  1.68  3.86
C  0.56  -2.89  -0.36
C  -3.06  -0.97  -0.56
C  1.47  3.22  0.24
C  1.35  -5.09  -0.98
C  1.06  4.53  -0.01
C  1.63  -6.45  -0.61
C  -3.82  1.44  6.11
C  -2.79  0.56  6.39
C  -2.88  -2.23  -1.10
C  2.08  -5.53  -3.29
C  -3.94  2.01  4.85
C  -1.99  0.79  4.13
C  -0.27  4.46  -0.47
H  -3.79  -4.13  1.55
H  -0.90  5.29  -0.76
H  -2.42  -0.07  -2.37
H  -2.62  2.85  -1.31
H  -4.75  2.71  4.64
H  -2.99  -4.35  -0.79
H  -3.10  2.11  2.87
H  -4.11  -1.88  2.53
H  1.65  5.41  0.13
H  -2.70  0.12  7.38
H  -3.63  0.88  -1.50
H  -2.50  -2.32  -2.11
H  -1.06  -0.44  5.59
H  -3.63  0.13  1.19
H  0.70  -4.56  0.99
H  2.42  2.86  0.61
H  1.46  -2.98  -3.63

Its strongest force on any atom is 0.007 Eh/bohr. The value obtained for the energy above the lowest of the compared OMol25 structures with the same formula, charge and spin is 0.000 eV. The HOMO energy (spin up / spin down) is -4.9 / -5.8 eV. Its spin multiplicity is 6. Its net charge is -1.

Molecular formula: C37H32Cl2FN2
Method: DFT, wB97M-V/def2-TZVPD

Atoms and positions in Å:
Cl  3.94  -3.71  -8.54
Cl  3.19  -3.30  4.02
F  0.91  2.70  1.58
N  -0.85  -1.55  -1.50
N  -1.70  0.01  1.94
C  -2.82  3.52  -1.14
C  -0.42  -0.69  3.87
C  1.48  -2.01  -2.50
C  2.72  -2.72  2.46
C  -0.85  2.51  -2.15
C  2.84  -1.37  2.13
C  -0.46  2.31  1.61
C  1.32  -1.42  -3.72
C  1.88  -2.01  -4.91
C  -1.06  2.65  0.26
C  -0.51  4.16  3.37
C  -2.11  3.12  -2.27
C  -1.98  -0.75  0.80
C  -0.31  2.31  -0.88
C  2.34  -0.88  0.91
C  -1.81  -0.71  3.25
C  1.09  -1.35  -1.29
C  3.06  -3.11  -7.20
C  -1.13  3.06  2.77
C  -2.28  4.21  5.03
C  -1.10  -2.48  -0.55
C  -2.35  2.59  3.25
C  -1.79  -0.56  -1.56
C  2.19  -3.61  1.52
C  -2.34  -0.09  -0.39
C  2.28  -3.37  -4.93
C  1.77  -1.76  -0.03
C  2.89  -3.91  -6.06
C  -1.09  4.72  4.52
C  2.00  -1.25  -6.09
C  1.77  -3.12  0.28
C  0.26  0.55  3.29
C  -1.59  -2.11  0.69
C  2.60  -1.78  -7.23
C  -0.42  0.79  1.91
C  -2.28  3.31  0.14
C  -2.92  3.14  4.40
H  0.14  -1.59  3.59
H  2.06  -3.99  -4.06
H  -3.78  4.03  -1.24
H  -1.49  -2.75  1.56
H  -2.93  0.81  -0.35
H  -2.82  3.67  1.02
H  3.28  -4.93  -6.03
H  -2.24  -1.72  3.15
H  -2.53  3.29  -3.26
H  0.87  -0.28  -1.28
H  -2.87  1.78  2.72
H  -0.82  -3.51  -0.72
H  0.69  1.91  -0.77
H  -0.28  2.22  -3.03
H  -3.85  2.73  4.79
H  -2.05  -0.11  -2.52
H  1.56  -0.25  -6.10
H  -2.72  4.65  5.93
H  3.34  -0.71  2.83
H  -0.47  -0.63  4.97
H  0.11  1.43  3.93
H  1.40  -3.81  -0.47
H  -0.60  5.55  5.01
H  2.14  -4.66  1.74
H  1.98  -2.99  -2.36
H  0.18  0.32  1.10
H  1.34  0.41  3.13
H  2.46  0.18  0.68
H  2.74  -1.16  -8.11
H  -2.48  -0.09  3.86
H  0.41  4.57  2.97
H  0.90  -0.40  -3.78

Its strongest force on any atom is 0.061 Eh/bohr. The value obtained for the energy above the lowest of the compared OMol25 structures with the same formula, charge and spin is 1.959 eV. The HOMO energy is -11.0 eV. Its net charge is +1.

Molecular formula: C15H15BrN2O4
Method: DFT, wB97M-V/def2-TZVPD

Atoms and positions in Å:
Br  -0.70  1.87  0.39
O  -2.42  -3.12  -2.34
O  -0.51  -0.34  -1.50
O  -2.09  -3.01  2.28
O  0.19  -0.42  4.82
N  -1.77  -2.53  -0.29
N  -0.98  -1.90  0.66
C  -1.69  -2.46  -1.62
C  -1.27  -2.16  1.98
C  0.70  -0.59  2.66
C  -0.74  -1.22  4.26
C  0.93  0.66  -3.21
C  0.95  2.97  -1.68
C  1.63  1.78  -3.63
C  -0.48  -1.36  2.92
C  -1.83  -1.76  5.11
C  1.65  2.95  -2.88
C  0.22  0.68  -2.02
C  2.42  4.15  -3.33
C  -0.63  -1.54  -2.23
C  1.05  -0.05  3.85
C  0.25  1.86  -1.26
H  1.22  -0.48  1.73
H  -0.93  -1.35  -3.26
H  -2.41  -2.47  4.52
H  0.95  3.86  -1.06
H  -0.57  -1.02  0.38
H  1.86  0.59  4.14
H  1.95  5.07  -2.98
H  -2.47  -0.96  5.46
H  0.94  -0.23  -3.82
H  0.33  -2.09  -2.23
H  -2.45  -3.15  0.15
H  -1.41  -2.27  5.98
H  3.43  4.12  -2.93
H  2.17  1.74  -4.57
H  2.49  4.18  -4.42

Its strongest force on any atom is 0.023 Eh/bohr. The value obtained for the energy above the lowest of the compared OMol25 structures with the same formula, charge and spin is 0.000 eV. The HOMO energy is -8.7 eV.

Molecular formula: C4H11NO
Method: DFT, wB97M-V/def2-TZVPD

Atoms and positions in Å:
O  1.74  -1.06  1.17
N  -0.82  -0.47  -0.05
C  0.12  -1.41  -0.64
C  1.59  -1.22  -0.23
C  -0.64  0.92  -0.43
C  -1.33  1.83  0.57
H  2.17  -2.10  -0.50
H  -1.09  1.04  -1.42
H  0.05  -1.32  -1.73
H  -0.21  -2.41  -0.35
H  0.42  1.21  -0.51
H  -0.78  -0.57  0.96
H  -2.36  1.52  0.72
H  -0.82  1.81  1.54
H  1.25  -0.28  1.44
H  2.03  -0.35  -0.75
H  -1.32  2.86  0.22

Its strongest force on any atom is 0.012 Eh/bohr. The value obtained for the energy above the lowest of the compared OMol25 structures with the same formula, charge and spin is 1.067 eV. The HOMO energy is -8.9 eV.

Calculated E_tot, -67472.210, -23759.743, -12157.396, -31568.460, -48676.093, -19292.089, -338866.052, -69621.858, -97010.381, -7863.487 eV (same order as the records).